# H22O11

A cluster of 11 separate species, H22O11 in total at a distorted geometry (the ωB97M-V functional and the def2-TZVPD basis, the Open Molecules 2025 dataset).

Element x y z (Å)
O 0.84741 -0.15218 -0.09999
H 0.72153 -0.84031 0.56306
H -0.02028 0.26022 -0.17762
O -2.41837 -1.52653 0.50738
H -2.81898 -2.21163 1.05432
H -2.77680 -1.68937 -0.37239
O -2.27084 1.28469 0.95532
H -2.78997 0.49013 1.12314
H -1.66092 1.32804 1.70038
O -1.41761 -0.18384 -3.96086
H -1.00429 0.68687 -3.95816
H -0.80045 -0.73791 -3.46982
O -0.31382 0.52330 2.79484
H -0.40581 0.23963 1.87829
H 0.49634 0.09456 3.09284
O 1.69409 -3.94901 2.33981
H 1.38580 -3.95557 3.25299
H 1.14029 -4.60431 1.90062
O 2.15025 -2.19317 -2.25178
H 1.50255 -2.11184 -2.96090
H 1.63953 -2.03956 -1.44893
O -2.69792 1.39465 -1.96488
H -3.48385 0.86194 -2.13076
H -2.57684 1.89419 -2.78023
O 0.82288 3.61266 1.91388
H 1.04769 4.53686 1.75799
H -0.07407 3.64552 2.26515
O 2.61428 0.41999 -1.31567
H 2.20309 0.54552 -2.17832
H 2.18739 -0.36986 -0.96511
O 2.65964 1.78417 1.13702
H 2.70285 1.02880 0.53990
H 1.71519 1.93335 1.25849

Calculated values
**E_HOMO**: -0.3528 Ha
**Frontier orbital gap**: 9.24 eV
**SMILES**: O.O.O.O.O.O.O.O.O.O.O
**E_tot**: -840.751369 Ha
**ΔE to the lowest compared entry with this formula, charge and spin**: 338.07 kJ/mol
**Maximum force**: 2.95 eV/Å
**Multiplicity**: 1

***

# C5H8F2O4

An isolated molecule of C5H8F2O4 at a distorted geometry (the ωB97M-V functional and the def2-TZVPD basis, the Open Molecules 2025 dataset).

Element x y z (Å)
C 1.46949 -0.31703 -0.86860
C 0.19959 1.19804 0.30766
C 0.46244 -1.56346 -0.84684
C -0.37137 -1.84498 0.31891
C -0.87290 2.17867 0.41759
O 0.74965 0.88002 -0.87650
O -0.38947 -1.22530 -1.93571
O 0.07220 -1.77481 1.56499
O -0.50771 3.17593 1.30500
F 1.30188 -2.72177 -1.09914
F -1.56156 -1.12310 0.19040
H 2.08682 -0.45529 -0.01308
H 2.18110 -0.20183 -1.72586
H 0.59751 0.68483 1.16230
H -1.93449 1.69926 0.43911
H -0.98173 2.56922 -0.65143
H -1.17388 -1.82074 -1.86713
H -0.37193 -2.42940 2.07906
H -0.95563 3.09175 2.09928

Calculated values
**E_HOMO (spin up / spin down)**: -0.2482 / -0.3843 Ha
**Frontier orbital gap (spin up / spin down)**: 7.19 / 9.63 eV
**E_tot**: -695.827299 Ha
**Maximum force**: 4.39 eV/Å
**Multiplicity**: 3

***

# C6H10N

A cluster of 2 separate species, C6H10N in total at a distorted geometry (the ωB97M-V functional and the def2-TZVPD basis, the Open Molecules 2025 dataset).

Element x y z (Å)
C -2.15969 0.19650 -0.02486
C -0.94956 0.17995 -0.04570
C 1.24234 1.03423 0.00340
C -3.58433 0.25416 -0.01159
C 2.69316 0.82498 0.05392
C 1.00501 -1.80782 -0.00792
N 0.36433 0.11407 -0.01600
H 0.87929 2.06208 -0.03209
H -3.97936 0.05089 -1.00906
H -3.97770 -0.48918 0.68127
H -3.91803 1.24294 0.30211
H 3.19011 1.71490 0.43131
H 3.07026 0.64934 -0.95702
H 2.96693 -0.03470 0.66155
H 1.90445 -1.74835 -0.59347
H 0.15521 -2.26700 -0.48820
H 1.09758 -1.97700 1.05236

Calculated values
**E_HOMO**: -0.5070 Ha
**Frontier orbital gap**: 9.19 eV
**E_tot**: -288.987210 Ha
**ΔE to the lowest compared entry with this formula, charge and spin**: 251.41 kJ/mol
**Maximum force**: 4.73 eV/Å
**Charge**: +1
**Multiplicity**: 1

***

# C36H31CrN3OS3Te

A structure of composition C36H31CrN3OS3Te (the ωB97M-V functional and the def2-TZVPD basis, the Open Molecules 2025 dataset).

Element x y z (Å)
Cr 0.79130 -1.93413 1.06875
C -2.82697 -0.42119 2.92825
C -1.90377 -0.80664 1.98680
N -0.79504 -1.52124 2.28372
C -0.61314 -1.87058 3.60388
C -1.51552 -1.50378 4.62239
C -2.63810 -0.76833 4.27550
C -1.21085 -1.93206 5.97193
C -0.12120 -2.67792 6.25016
C 0.79769 -3.07670 5.20900
C 1.91419 -3.87433 5.41087
C 2.72658 -4.19976 4.32912
C 2.41497 -3.69740 3.07391
N 1.34921 -2.93025 2.84082
C 0.52912 -2.63601 3.89610
H -3.68740 0.15236 2.61129
H -2.01657 -0.55110 0.94173
H -3.35331 -0.47694 5.03479
H -1.88674 -1.63424 6.76390
H 0.08559 -2.99263 7.26503
H 2.14726 -4.22995 6.40733
H 3.59981 -4.82458 4.44480
H 3.04368 -3.89442 2.21340
S 5.05888 -1.52686 -0.44464
C 3.50530 -1.70938 0.09172
S 2.47289 -3.05063 -0.28256
S 2.72324 -0.53735 1.11908
C 1.93186 5.76289 -5.52830
C 1.65045 4.56269 -4.66594
C 2.67909 3.83293 -4.09049
C 2.42844 2.71785 -3.29360
C 3.60939 1.95873 -2.72645
C 1.10674 2.33607 -3.04180
Te 0.82180 0.58153 -1.73376
N -0.09815 -1.24998 -0.49958
C -0.89798 -1.57236 -1.43862
O -1.09706 -0.82074 -2.48738
C -1.71632 -2.83987 -1.41257
C -1.45649 -3.85821 -0.50562
C -2.22613 -5.01112 -0.49082
C -3.27577 -5.15837 -1.38667
C -3.54294 -4.14775 -2.30090
C -2.76459 -3.00108 -2.31595
C -0.41858 1.73857 -0.45597
C -1.79066 1.51617 -0.45431
C -2.62207 2.23997 0.38684
C -2.07743 3.19075 1.23686
C -0.70941 3.40626 1.23253
C 0.14210 2.69176 0.39090
C 1.62045 2.95139 0.44365
C 0.06127 3.02836 -3.65526
C -1.37738 2.61116 -3.50725
C 0.34629 4.13489 -4.44811
H 2.99600 5.99809 -5.53813
H 1.39504 6.64221 -5.16745
H 1.61721 5.59096 -6.55961
H 3.70748 4.12663 -4.27207
H 4.52996 2.26461 -3.22246
H 3.51689 0.87750 -2.84865
H 3.73725 2.12872 -1.65479
H -0.62893 -3.76540 0.19615
H -2.00055 -5.79615 0.21827
H -3.87685 -6.05879 -1.37709
H -4.35562 -4.25631 -3.00758
H -2.94733 -2.20948 -3.02914
H -2.20216 0.76879 -1.11923
H -3.68887 2.05407 0.37738
H -2.71270 3.76301 1.90058
H -0.27970 4.15035 1.89270
H 1.82618 3.87120 0.99127
H 2.04002 3.05201 -0.55694
H 2.14690 2.12959 0.93552
H -1.48009 1.53407 -3.35919
H -1.93982 2.88547 -4.40004
H -1.84524 3.10291 -2.65114
H -0.47310 4.66951 -4.91686

Calculated values
**E_HOMO (spin up / spin down)**: -0.1079 / -0.1714 Ha
**Frontier orbital gap (spin up / spin down)**: 5.00 / 6.62 eV
**E_tot**: -4137.110743 Ha
**ΔE to the lowest compared entry with this formula, charge and spin**: 39.71 kJ/mol
**Maximum force**: 0.63 eV/Å
**Charge**: -1
**Multiplicity**: 6

***

# C6H10O

A cluster of 2 separate species, C6H10O in total (the ωB97M-V functional and the def2-TZVPD basis, the Open Molecules 2025 dataset).

Element x y z (Å)
C -1.02440 -1.38468 -1.44944
C -0.54830 -0.30544 -0.51767
C 0.36896 0.64888 -0.77406
C 0.44282 1.61077 0.36880
C -0.30380 0.87560 1.45516
C -0.95973 -0.15665 0.88316
H -0.24211 -2.12037 -1.67176
H -1.34551 -0.95457 -2.40286
H -1.87781 -1.92756 -1.03247
H 1.00295 0.71823 -1.65050
H -0.20826 2.45553 0.09147
H 1.43099 2.01541 0.59906
H -0.41080 1.22470 2.47490
H -1.68512 -0.80342 1.36756
O 2.15796 -0.47231 0.73683
H 1.37991 -0.17950 1.25330
H 1.82225 -1.24461 0.26852

Calculated values
**E_HOMO**: -0.3097 Ha
**Frontier orbital gap**: 9.34 eV
**SMILES**: CC1=CCC=C1.O
**E_tot**: -309.809300 Ha
**ΔE to the lowest compared entry with this formula, charge and spin**: 86.83 kJ/mol
**Maximum force**: 0.79 eV/Å
**Multiplicity**: 1

***

# C42H32BrIInN11O3

A structure of composition C42H32BrIInN11O3 (the ωB97M-V functional and the def2-TZVPD basis, the Open Molecules 2025 dataset).

Element x y z (Å)
In -0.93451 -2.15504 -2.58447
C 4.92799 -1.89684 -1.85371
N 3.70856 -1.34133 -2.42605
C 2.43224 -1.55647 -2.10111
N 1.64028 -0.78688 -2.82993
C 2.52588 -0.10763 -3.61004
N 3.78306 -0.41087 -3.39266
C 5.49403 -1.01723 -0.76163
C 6.80688 -0.57510 -0.83879
C 7.33200 0.24849 0.14877
C 6.54834 0.64288 1.21615
C 5.23269 0.18969 1.30601
C 4.71097 -0.64009 0.32152
C 4.41591 0.61548 2.43704
N 4.76991 1.36604 3.42482
N 3.66144 1.51574 4.22555
C 2.71548 0.83205 3.68144
O 3.11395 0.23400 2.53132
C 1.34319 0.69122 4.15620
C 0.97245 1.34241 5.32890
C -0.33189 1.24073 5.78179
C -1.26224 0.49734 5.07243
C -0.89138 -0.17034 3.90979
C -1.94745 -0.99618 3.20364
N -1.48836 -1.67773 2.00857
C -1.26185 -1.19097 0.78830
N -0.81791 -2.15130 -0.00361
C -0.79858 -3.24135 0.81838
N -1.17744 -2.98762 2.04621
C 0.41415 -0.07417 3.45324
H 5.63916 -1.98027 -2.67091
H 4.70462 -2.89702 -1.48198
H 2.11391 -2.26439 -1.35128
H 2.23399 0.60845 -4.36109
H 7.42302 -0.86544 -1.68101
H 8.35532 0.59076 0.07626
H 6.93695 1.29124 1.98934
H 3.68755 -0.98534 0.40981
H 1.71452 1.91450 5.86916
H -0.62321 1.73006 6.70214
H -2.27846 0.41188 5.44289
H -2.79107 -0.35950 2.93077
H -2.31923 -1.77890 3.86269
H -1.41460 -0.16039 0.51827
H -0.49009 -4.22587 0.50667
H 0.73270 -0.59253 2.55793
C -0.41426 6.35181 3.99658
O -1.24558 5.23802 3.60517
C -1.91377 5.27094 2.48907
C -2.71386 4.11757 2.23133
C -3.39547 4.01098 1.06761
C -3.31652 5.06923 0.10872
C -2.61258 6.26190 0.42308
C -1.89680 6.35441 1.57934
N -3.84792 5.00742 -1.11332
N -4.40753 3.98962 -1.55496
C -4.10734 2.79512 -1.89778
C -5.17691 1.81422 -2.05761
C -4.89777 0.50807 -2.07701
C -3.51571 0.01913 -1.92819
O -3.26056 -1.14606 -1.69981
C -2.41794 1.02969 -2.08407
N -1.18154 0.55587 -2.21840
C -0.18794 1.41107 -2.43107
C -0.38787 2.78591 -2.52695
C -1.66682 3.28282 -2.37635
C -2.70748 2.39118 -2.12962
H 0.04882 6.05031 4.92834
H -1.02403 7.24018 4.15316
H 0.35139 6.53646 3.24470
H -2.76606 3.35952 3.00113
H -4.02371 3.15057 0.87450
H -2.62264 7.07347 -0.29333
H -1.32975 7.24759 1.79388
H -6.19551 2.17929 -2.08298
H -5.68304 -0.23470 -2.12499
H 0.80052 0.97942 -2.53928
H 0.44615 3.44456 -2.72421
H -1.86237 4.34236 -2.48787
Br -0.66683 -9.02788 -1.35024
C -1.27049 -8.40125 -3.02436
C -1.81923 -9.31791 -3.91068
C -2.27884 -8.89943 -5.14869
C -2.20291 -7.56236 -5.50696
C -1.65581 -6.64059 -4.62871
C -1.18719 -7.06494 -3.39453
I -0.31740 -5.63578 -2.12577
H -1.88125 -10.35844 -3.62461
H -2.69505 -9.62508 -5.83408
H -2.56385 -7.23285 -6.47177
H -1.59157 -5.59759 -4.90616

Calculated values
**E_HOMO**: -0.4537 Ha
**Frontier orbital gap**: 4.68 eV
**E_tot**: -5509.011349 Ha
**ΔE to the lowest compared entry with this formula, charge and spin**: 60.29 kJ/mol
**Maximum force**: 0.90 eV/Å
**Charge**: +2
**Multiplicity**: 1

***

# C4H8N2O2

An isolated molecule of C4H8N2O2 at a distorted geometry (the ωB97M-V functional and the def2-TZVPD basis, the Open Molecules 2025 dataset).

Element x y z (Å)
C 0.09838 -1.33681 1.28966
N 0.55623 -0.16892 0.56268
N 0.08269 1.03184 1.19003
C -0.45526 1.83695 0.20991
C -0.52257 1.22144 -0.97288
C 0.20015 -0.07684 -0.85222
O 1.32948 -0.09708 -1.64986
O -0.58758 -1.31788 -1.26396
H 0.52985 -1.30013 2.28980
H -0.99489 -1.37821 1.36758
H 0.45013 -2.22393 0.76717
H 0.79550 1.43681 1.78711
H -0.80179 2.81794 0.47740
H -0.94986 1.56551 -1.89041
H 1.68064 -0.99487 -1.65458
H -1.41110 -1.01584 -1.65741

Calculated values
**E_HOMO**: -0.3039 Ha
**Frontier orbital gap**: 9.17 eV
**SMILES**: CN1NC=CC1(O)O
**E_tot**: -417.147077 Ha
**ΔE to the lowest compared entry with this formula, charge and spin**: 285.85 kJ/mol
**Maximum force**: 2.09 eV/Å
**Multiplicity**: 1

***

# C2H6S

An isolated molecule of C2H6S at a distorted geometry (the ωB97M-V functional and the def2-TZVPD basis, the Open Molecules 2025 dataset).

Element x y z (Å)
C -0.49342 0.46790 1.17006
S 0.38990 1.11837 -0.26949
C 0.49265 -0.48550 -1.25033
H 0.14734 -0.07803 1.85916
H -1.32908 -0.20089 0.95662
H -0.84031 1.32837 1.74776
H 1.06938 -0.19962 -2.12537
H 1.08423 -1.14900 -0.62908
H -0.52068 -0.80159 -1.45933

Calculated values
**E_HOMO**: -0.3141 Ha
**Frontier orbital gap**: 9.70 eV
**SMILES**: CSC
**E_tot**: -477.970227 Ha
**ΔE to the lowest compared entry with this formula, charge and spin**: 15.54 kJ/mol
**Maximum force**: 2.17 eV/Å
**Multiplicity**: 1

***

Question: Look up the E_tot of the third one.
Answer: -288.987210 Ha

***

Question: Look up the E_tot of the second one.
Answer: -695.827299 Ha